1.
37
Properties=species:S:1:pos:R:3 method="wB97M-V/def2-TZVPD" homo_ev=-11.60 relative_energy_kcal_mol=0.0 multiplicity=1 charge=+1 lumo_energy_ev=-3.38 orbital_gap_ev=8.21
F 5.8905 0.7323 1.8171
C 4.8214 1.5294 2.1523
C 5.1005 2.8478 2.4954
C 3.9992 3.6430 2.8451
C 2.7134 3.1159 2.9013
C 2.4359 1.7831 2.5023
C 1.0752 1.2233 2.5076
C 0.6915 -0.0912 2.2716
C -0.6475 -0.5799 2.6951
C -0.7995 -2.0665 2.4164
C -2.0387 -2.6225 2.0741
C -2.2304 -4.0188 1.9905
C -1.1753 -4.8740 2.2453
C 0.0909 -4.3273 2.4238
F 1.0958 -5.2180 2.7079
C 0.3145 -2.9445 2.4860
N -1.7969 0.1972 1.7853
C -1.8713 0.7973 0.5308
C -3.1395 1.2729 0.3473
N -3.8383 0.9116 1.4855
C -3.0057 0.2739 2.3239
C 3.5446 0.9781 2.1547
H 6.1335 3.2495 2.4482
H 4.1992 4.6825 3.1204
H 1.8910 3.7749 3.1776
H 0.2749 1.9231 2.8166
H 1.3510 -0.8543 1.8244
H -1.0510 -0.1707 3.6935
H -2.8558 -1.9300 1.9776
H -3.2426 -4.3245 1.7082
H -1.3468 -5.9493 2.1535
H 1.3723 -2.6763 2.6556
H -1.0267 0.8108 -0.1337
H -3.5866 1.8040 -0.4649
H -4.8213 1.1184 1.7066
H -3.3381 -0.1339 3.2447
H 3.4093 -0.0687 1.8968



2.
10
Properties=species:S:1:pos:R:3 method="wB97M-V/def2-TZVPD" homo_ev=-8.29 relative_energy_kcal_mol=32.4 multiplicity=1 lumo_energy_ev=0.27 orbital_gap_ev=8.55
H -0.4937 2.8035 0.0192
N -0.8878 1.8707 0.0400
C -0.0983 0.9091 0.0375
C -0.5766 -0.5204 0.0884
N 0.4419 -1.3408 -0.5285
S 1.9559 -1.0149 0.2414
S 1.6922 1.0055 -0.0716
H -0.7759 -0.7694 1.1436
H -1.5066 -0.6091 -0.4766
H 0.2489 -2.3341 -0.4933



3.
103
Properties=species:S:1:pos:R:3 method="wB97M-V/def2-TZVPD" homo_ev=-7.65 relative_energy_kcal_mol=1.0 multiplicity=1 lumo_energy_ev=-1.61 orbital_gap_ev=6.05
Ca 0.4677 -0.3043 -1.0760
C 3.2844 -0.6268 2.5355
C 2.2214 -1.4182 1.8250
C 0.8907 -1.3767 2.2435
C -0.0918 -2.1405 1.6231
C -1.5088 -2.1550 2.1184
C 0.2732 -2.9457 0.5469
C 1.5972 -3.0480 0.1350
C 2.0026 -4.0409 -0.9212
C 2.5620 -2.2643 0.7697
H 3.3512 0.3860 2.1314
H 4.2612 -1.0972 2.4188
H 3.0556 -0.5421 3.5989
H 0.6248 -0.7633 3.0986
H -1.8777 -3.1785 2.1972
H -2.1752 -1.6099 1.4503
H -1.5788 -1.6969 3.1042
H -0.4893 -3.5473 0.0609
H 2.7274 -4.7433 -0.5082
H 2.4845 -3.5503 -1.7669
H 1.1430 -4.6110 -1.2777
H 3.6087 -2.3776 0.5111
C -0.9936 2.0205 -4.2341
C -1.3243 2.0073 -2.7496
C -2.6429 2.6897 -2.4485
O -1.3975 0.6188 -2.3038
C -0.1520 2.6766 -1.9861
O -0.1086 3.8913 -1.9711
O 0.7048 1.8638 -1.4763
H -1.7900 1.5423 -4.8107
H -0.0568 1.4946 -4.4246
H -0.8896 3.0491 -4.5777
H -3.4532 2.2319 -3.0226
H -2.5733 3.7436 -2.7092
H -2.8729 2.6176 -1.3847
H -2.1056 0.1765 -2.7849
C -4.9120 1.2466 4.0036
Si -3.9273 1.6950 2.4832
C -4.3959 0.5500 1.0700
C -4.2503 3.4669 2.0021
C -2.0957 1.4619 2.8522
Te -0.9129 1.6804 1.0908
C 0.9251 2.1077 2.1049
Si 1.2268 3.9350 2.4735
C 1.6645 4.8122 0.8984
C 2.6477 4.0066 3.6852
C -0.3007 4.6726 3.2635
H -5.9835 1.3536 3.8261
H -4.6477 1.8952 4.8404
H -4.7241 0.2151 4.3069
H -5.4310 0.7060 0.7602
H -4.2879 -0.4911 1.3774
H -3.7591 0.7158 0.1952
H -5.2968 3.6066 1.7235
H -3.6298 3.7766 1.1591
H -4.0348 4.1393 2.8349
H -1.9011 0.4926 3.3072
H -1.7476 2.2402 3.5329
H 1.7303 1.7072 1.4850
H 0.8908 1.5014 3.0130
H 2.5673 4.3783 0.4612
H 1.8665 5.8672 1.0946
H 0.8791 4.7451 0.1429
H 3.5467 3.5532 3.2630
H 2.4111 3.4799 4.6115
H 2.8883 5.0399 3.9412
H -1.1721 4.5843 2.6106
H -0.1411 5.7354 3.4564
H -0.5294 4.1971 4.2198
N 2.3843 -0.0328 -2.7293
C 3.6084 -0.4169 -2.0929
C 4.0889 0.3680 -1.0528
C 5.1294 -0.1032 -0.2626
C 5.6886 -1.3458 -0.5156
C 5.2705 -2.0771 -1.6207
C 4.2246 -1.6204 -2.4051
S 6.7421 -2.1251 0.7069
O 7.7192 -2.8821 -0.0464
O 5.7589 -2.9510 1.4126
O 7.2558 -1.0239 1.5004
H 2.2846 -0.4163 -3.6614
H 2.2898 0.9776 -2.7770
H 3.6235 1.3273 -0.8453
H 5.5035 0.4676 0.5767
H 5.7491 -3.0259 -1.8266
H 3.8728 -2.2031 -3.2503
C -0.1760 -3.7397 -4.0285
C -0.8602 -2.9513 -2.9550
O -0.2332 -2.1003 -2.3345
C -2.2874 -3.2119 -2.6346
C -2.9904 -4.2317 -3.2745
C -4.3191 -4.4669 -2.9583
C -4.9523 -3.6813 -2.0070
C -4.2612 -2.6583 -1.3667
C -2.9346 -2.4272 -1.6783
H 0.8315 -3.3573 -4.1672
H -0.7325 -3.6873 -4.9643
H -0.1200 -4.7900 -3.7361
H -2.5033 -4.8503 -4.0158
H -4.8583 -5.2628 -3.4531
H -5.9900 -3.8647 -1.7625
H -4.7542 -2.0448 -0.6261
H -2.3946 -1.6364 -1.1734



4.
88
Properties=species:S:1:pos:R:3 method="wB97M-V/def2-TZVPD" homo_ev=-3.20 relative_energy_kcal_mol=55.4 multiplicity=2 charge=-1 lumo_energy_ev=0.99 orbital_gap_ev=4.20
Ti -0.9130 -0.2045 -1.8012
O -1.9091 -1.5630 -0.9817
C -3.0367 -1.3994 -0.3392
C -3.7183 -0.1616 -0.2336
C -4.8167 -0.0872 0.6455
C -5.4596 1.1067 0.8622
C -5.0782 2.2835 0.2237
C -4.0186 2.2265 -0.6596
C -3.3297 1.0384 -0.9221
O -2.3398 1.0678 -1.7985
N -6.5610 1.1479 1.8308
O -7.1206 2.2141 2.0100
O -6.8543 0.1198 2.4135
H -3.4426 -2.2774 0.1570
H -5.1324 -0.9672 1.1879
H -5.6082 3.2027 0.4183
H -3.6944 3.1124 -1.1895
Se -3.3202 -2.5553 -7.3353
Sb -1.0619 -1.9852 -6.6947
Se 0.6081 -1.3800 -3.4868
Se -1.6385 -1.0126 -3.9596
Se -0.3472 -0.0269 -7.9532
C 2.1929 2.9625 -2.2928
C 0.9803 2.3221 -2.9197
O 0.3778 1.4204 -2.3225
N 0.6417 2.7547 -4.1300
C -0.4735 2.2651 -4.9368
C -1.8113 2.8038 -4.4873
C -1.9470 4.0715 -3.9263
C -3.2124 4.5192 -3.5881
C -4.2977 3.6854 -3.8109
C -4.0591 2.4409 -4.3742
N -2.8501 2.0086 -4.7116
H 2.4029 2.4731 -1.3459
H 2.0154 4.0234 -2.1129
H 3.0565 2.8630 -2.9508
H 1.2757 3.4078 -4.5595
H -0.4988 1.1773 -4.9458
H -0.2842 2.5664 -5.9677
H -1.0778 4.6967 -3.7651
H -3.3513 5.5077 -3.1669
H -5.3040 3.9864 -3.5523
H -4.8749 1.7533 -4.5702
C 2.2032 -4.8509 -0.3799
N 1.8530 -3.4553 -0.5227
C 0.7060 -2.8270 -0.2603
N 0.8743 -1.5219 -0.3578
C 2.1847 -1.4103 -0.6968
N 2.8217 -2.5489 -0.7977
C 2.9071 -5.1303 0.9336
C 3.2416 -6.4297 1.3013
C 3.9313 -6.6740 2.4816
C 4.2934 -5.6285 3.3195
C 3.9394 -4.3346 2.9630
C 3.2527 -4.0918 1.7802
C 4.2533 -3.1792 3.8052
N 5.1933 -2.9830 4.6590
N 5.0406 -1.6628 5.1099
C 4.0231 -1.1891 4.4839
O 3.4630 -2.0869 3.6414
C 3.3841 0.1257 4.5762
C 4.0501 1.2002 5.1593
C 3.4096 2.4233 5.2516
C 2.1071 2.5732 4.7879
C 1.4328 1.4995 4.2236
C -0.0136 1.6132 3.8099
N -0.2506 1.5519 2.3772
C -0.3865 0.4894 1.5819
N -0.6398 0.8804 0.3518
C -0.6355 2.2353 0.4473
N -0.3921 2.6875 1.6537
C 2.0888 0.2819 4.1008
H 2.8506 -5.1028 -1.2202
H 1.2911 -5.4430 -0.4630
H -0.2201 -3.3309 -0.0374
H 2.6659 -0.4647 -0.8845
H 2.9693 -7.2588 0.6584
H 4.1853 -7.6899 2.7526
H 4.8311 -5.8089 4.2401
H 3.0134 -3.0734 1.5164
H 5.0567 1.0641 5.5297
H 3.9211 3.2649 5.6988
H 1.6080 3.5302 4.8773
H -0.4319 2.5631 4.1354
H -0.5873 0.8062 4.2682
H -0.3355 -0.5322 1.9187
H -0.8420 2.8770 -0.3925
H 1.5800 -0.5668 3.6607



5.
10
Properties=species:S:1:pos:R:3 method="wB97M-V/def2-TZVPD" homo_ev=-8.25 relative_energy_kcal_mol=17.9 multiplicity=1 lumo_energy_ev=1.07 orbital_gap_ev=9.31
C -1.2050 0.4029 0.2600
C -0.3926 0.8009 -0.8349
C 0.8858 0.3330 -0.6144
N 0.8582 -0.3672 0.5318
C -0.3686 -0.3105 1.1225
H -2.2622 0.6509 0.3621
H -0.6841 1.3820 -1.6952
H 1.8140 0.4569 -1.1424
H 1.5793 -0.9263 0.9503
H -0.1074 -0.2452 2.1565



6.
24
Properties=species:S:1:pos:R:3 method="wB97M-V/def2-TZVPD" homo_ev=-13.25 relative_energy_kcal_mol=46.7 multiplicity=1 charge=+1 lumo_energy_ev=-6.16 orbital_gap_ev=7.09
C 2.7911 -1.4040 -0.6922
C 1.2806 -1.4951 -1.0936
C 0.4093 -0.8776 -0.1107
C -1.3997 0.4012 0.6831
C -0.8586 -0.3448 -0.3362
C -1.5097 -0.5765 -1.6603
C -2.5605 1.2740 0.7257
N 0.9308 2.0823 2.3311
H 3.4025 -1.8768 -1.4464
H 2.9114 -1.8488 0.2945
H 1.2324 -0.9216 -2.0276
H 1.0135 -2.5300 -1.3278
H 0.7300 -0.7300 0.9219
H 0.6588 2.0217 1.3801
H -0.9453 0.2437 1.6629
H -1.7174 -1.6227 -1.8733
H -2.4504 -0.0482 -1.8136
H -0.9092 -0.1669 -2.4784
H -2.7449 1.7332 1.6916
H -3.4702 0.6680 0.5683
H -2.6348 2.0553 -0.0322
H 1.5537 1.3354 2.5856
H 1.2611 2.9724 2.6723
H 3.0254 -0.3443 -0.6248



7.
12
Properties=species:S:1:pos:R:3 method="wB97M-V/def2-TZVPD" homo_ev=-9.91 relative_energy_kcal_mol=33.2 multiplicity=1 lumo_energy_ev=-1.38 orbital_gap_ev=8.52
C 1.8533 0.3632 0.0679
C 0.5614 0.7030 0.4495
C 1.9468 -0.9085 -0.4498
C -0.3763 -0.2432 0.1719
O -2.9245 -1.4566 0.0035
P -2.1424 -0.2795 0.2812
S 0.3596 -1.6103 -0.6518
Cl -2.6254 0.7844 1.8178
Cl -2.6504 1.5158 -1.6401
H 2.8009 0.8775 0.0691
H 0.3953 1.6679 0.8294
H 2.8017 -1.4137 -0.9486